Molecular formula: C6H12N4O3
Method: DFT, ωB97M-V with the def2-TZVPD basis set

net charge	+2
E	-679.69982	hartree

```
25
Properties=species:S:1:pos:R:3:forces:R:3:mulliken_charge:R:1
C -5.39009 0.95123 -0.72882 -1.465 0.257 -0.237 -0.6339
C -5.14042 -0.30939 -0.14817 -2.578 0.053 -0.311 0.2262
C -3.24841 1.34065 0.01826 -3.821 -4.207 0.739 0.0543
C -3.26274 -1.50038 0.93305 0.586 -2.649 2.266 -0.6598
C -2.43866 -2.37538 -0.14796 -1.229 1.373 2.175 -0.3573
C 10.53980 0.62186 -0.19639 -0.121 -1.397 -3.597 -0.0070
N -4.35477 1.75991 -0.63020 2.470 2.102 -1.273 -0.0226
N 10.71194 0.89976 1.01246 -0.372 -0.135 -2.285 -0.0789
N -1.88741 1.73194 -0.00232 -1.673 0.928 -2.239 0.9873
N -4.01399 -0.46897 0.38597 3.851 5.853 -1.593 -0.0003
O -1.81423 2.76341 -0.67903 0.687 -0.258 0.770 -0.5593
O -1.04946 1.06155 0.48718 0.931 -0.321 0.824 -0.4913
O -1.85802 -1.37946 -0.99917 -0.358 -1.358 0.842 -0.4470
H -6.31330 1.41097 -1.12440 0.581 -0.936 0.253 0.4074
H -5.89238 -1.08577 -0.03873 -0.084 0.033 -0.271 0.4621
H -2.51094 -1.00768 1.56833 -0.345 -0.393 0.006 0.2821
H -4.00645 -2.11325 1.63085 1.743 0.867 -1.471 0.3987
H -1.75668 -3.08516 0.44019 -0.599 1.318 -1.008 0.3666
H -3.19218 -2.95598 -0.63656 -0.195 -0.562 -0.807 0.2883
H 9.93710 -0.29943 -0.45843 0.868 1.040 0.453 0.2425
H 10.99067 1.14105 -1.08026 -0.508 0.104 1.205 0.2885
H -4.38622 2.69786 -1.23226 0.460 -2.295 2.034 0.3869
H 11.07322 1.75420 1.29790 1.220 1.689 1.203 0.2734
H 10.29125 0.22565 1.54788 -1.026 -1.293 3.024 0.2816
H -1.02761 -1.77918 -1.21936 0.979 0.187 -0.703 0.3116
```
Forces are in eV/Å.